Record 1
Density functional theory data (ωB97M-V/def2-TZVPD) for a cluster of 2 separate species, C3H12NO in total.

```
17
Properties=species:S:1:pos:R:3:forces:R:3
C -0.6105 0.3377 2.1408 -1.69 0.69 3.09
C -0.0078 -0.4804 1.0688 -1.38 0.01 -1.50
C -1.1174 -1.1288 0.2854 -1.34 -1.72 -0.71
N 0.6164 0.5779 0.0752 0.15 -1.17 2.26
H 0.1059 0.8320 2.8117 -0.31 0.18 -0.34
H -1.5049 0.9624 1.9035 1.40 0.76 -1.33
H -1.3777 -0.1066 2.8358 1.59 -1.36 -0.19
H 0.7815 -1.2032 1.2899 -0.07 0.40 0.38
H -1.9226 -0.4349 0.0165 0.07 0.12 0.51
H -1.6208 -2.0725 0.7092 1.05 1.59 -0.14
H -0.7621 -1.4287 -0.6859 0.38 -0.47 -0.46
H -0.0855 1.3106 0.0651 0.07 0.30 -0.65
H 1.4199 0.9124 0.6278 -0.03 0.21 -1.01
H 0.8366 0.1733 -0.8437 0.05 0.51 -0.14
H 1.8653 0.3854 -3.2097 0.19 -0.07 0.49
H 0.5219 0.5705 -3.7347 -0.59 0.00 0.39
O 0.9582 0.4496 -2.8783 0.46 0.00 -0.66
```
Forces are in eV/Å.

DFT total energy, eV: -6836.288
Total charge: +1
Max |F|, eV Å⁻¹: 3.59

Record 2
Density functional theory data (ωB97M-V/def2-TZVPD) for a structure of composition C7H12N2.

```
21
Properties=species:S:1:pos:R:3:forces:R:3
C 1.7746 1.5053 0.0246 -0.34 2.56 1.12
C 2.3314 0.0815 -0.3205 -1.44 -0.70 2.34
C 2.0420 -0.9151 0.8478 0.70 -0.66 -2.51
C 1.4052 -1.2606 -0.4484 0.67 3.24 -1.01
C -0.0036 -0.8777 -0.8480 -2.95 1.40 1.02
C -3.3307 -0.4190 0.5405 0.92 -0.82 -1.97
C -2.7498 0.8676 -0.0519 -4.21 -4.37 -3.31
H 2.5288 1.6553 0.9491 -1.73 0.97 -2.22
H 1.7696 2.3802 -0.8301 0.92 -2.39 1.92
H 0.6827 1.8134 0.4772 2.44 -2.02 -0.93
H 3.4195 0.1687 -0.5807 -1.36 -0.57 -0.26
H 2.7163 -1.6904 1.1101 1.24 -0.20 0.11
H 1.3729 -0.8504 1.6064 -1.88 1.54 2.30
H 2.0336 -1.9721 -0.9305 -0.64 -0.81 -1.10
H -0.0715 -0.3110 -2.1283 -0.32 -2.17 4.16
H -2.9336 -0.8213 1.5135 -0.85 0.64 -1.07
H -4.1795 -0.9513 -0.0240 0.63 1.40 1.84
H -3.3457 1.4033 -0.8261 0.24 -0.82 0.51
H -2.1604 1.5413 0.3581 3.14 2.24 2.71
N -1.0399 -0.8364 0.1059 5.01 -0.44 -5.35
N -2.2619 -0.5112 -0.5449 -0.19 1.99 1.70
```
Forces are in eV/Å.

DFT total energy, eV: -10426.015
Max |F|, eV Å⁻¹: 7.35

Record 3
Density functional theory data (ωB97M-V/def2-TZVPD) for a cluster of 8 separate species, C29H46BNO24 in total.

```
101
Properties=species:S:1:pos:R:3:forces:R:3
C 2.7104 0.3547 0.3372 0.49 -0.22 0.02
C 3.6460 1.0287 -0.6429 -0.28 0.19 -1.07
C 3.6510 0.2865 -1.9986 -0.26 -0.08 0.45
C 3.3763 2.5391 -0.8648 -0.09 -0.26 0.68
C 2.1198 3.0946 -0.2372 0.86 0.30 -0.33
O 0.9480 2.5403 -0.8527 0.30 -0.20 0.05
C -0.1721 2.6780 -0.1435 -0.88 -0.77 -0.92
O -0.2369 3.2492 0.9039 0.12 0.84 1.55
B -1.5160 2.0469 -0.7739 0.03 -0.08 -0.61
O -2.5294 2.9457 -0.9931 -0.39 -0.46 0.72
N -1.6806 0.6461 -1.1087 0.22 0.08 -0.04
C -1.4113 -0.2388 0.0248 0.28 0.09 -0.35
C -0.9538 0.2353 -2.3081 -0.63 0.18 0.15
H 2.6422 0.8829 1.2741 -0.17 0.27 0.38
H 3.1125 -0.6176 0.5794 0.05 -0.40 0.04
H 1.7335 0.1995 -0.0833 -0.53 0.08 -0.12
H 4.6444 0.9139 -0.2501 0.40 0.20 0.29
H 3.0469 -0.6099 -1.9333 -0.09 -0.36 -0.04
H 4.6479 -0.0008 -2.2867 0.37 -0.13 -0.22
H 3.2461 0.8836 -2.8033 -0.14 0.23 -0.19
H 4.1770 3.0843 -0.3814 0.28 0.33 0.07
H 3.3998 2.8107 -1.9082 0.07 -0.05 -0.47
H 2.1533 2.9242 0.8263 -0.44 -0.17 0.33
H 2.1189 4.1696 -0.3835 -0.22 0.26 -0.01
H -2.7441 3.3602 -0.1435 0.23 0.65 -0.42
H -0.3768 -0.5749 0.0494 0.36 0.01 0.10
H -1.6191 0.2637 0.9599 -0.16 0.10 0.35
H -2.0261 -1.1224 -0.0499 -0.35 -0.29 0.03
H -1.0173 -0.8373 -2.3909 0.17 -0.51 0.03
H 0.0842 0.5648 -2.3061 0.29 -0.10 -0.12
H -1.4800 0.6215 -3.1718 0.08 0.29 -0.37
C 3.9651 -2.5114 4.8398 0.17 0.02 0.16
C 3.9112 -1.2971 3.9409 0.16 0.23 0.06
O 3.0299 -1.7309 2.8953 -0.02 -0.16 0.18
C 2.2539 -2.7228 3.3864 0.08 0.03 -0.03
O 1.3039 -3.1750 2.8305 -0.06 -0.01 0.00
O 2.6923 -3.1236 4.6027 0.00 0.02 -0.13
H 4.0787 -2.2594 5.8908 -0.20 -0.06 0.02
H 4.7502 -3.2131 4.5518 -0.03 0.00 -0.05
H 3.4697 -0.4305 4.4346 -0.04 -0.04 0.01
H 4.8804 -1.0194 3.5348 -0.08 -0.03 -0.18
C -6.2921 -2.0631 1.7139 -0.13 0.00 0.14
C -6.0252 -0.7507 1.0150 -0.10 0.21 0.09
O -4.8410 -1.0415 0.2598 -0.08 -0.17 0.07
C -4.7873 -2.3796 0.0610 0.04 0.04 -0.05
O -4.0197 -2.9228 -0.6671 0.00 -0.01 0.01
O -5.7256 -3.0154 0.8040 0.06 0.10 -0.03
H -7.3480 -2.2581 1.8674 0.01 -0.14 -0.10
H -5.7737 -2.1402 2.6717 0.03 0.01 -0.02
H -6.8234 -0.4723 0.3257 0.00 -0.03 -0.01
H -5.8525 0.0694 1.7049 0.14 0.02 -0.08
C 2.2333 0.5818 -7.0512 -0.07 0.08 -0.11
C 2.6664 2.0266 -7.1610 -0.08 0.11 -0.12
O 3.6093 2.1544 -6.0901 -0.06 -0.14 0.03
C 4.0925 0.9164 -5.8086 0.06 -0.08 -0.15
O 5.0203 0.6995 -5.0991 -0.02 0.05 0.04
O 3.3865 -0.0346 -6.4659 0.03 0.17 0.10
H 1.9983 0.1314 -8.0096 0.11 -0.17 0.04
H 1.3861 0.4466 -6.3785 0.02 0.04 0.04
H 3.1780 2.2377 -8.1020 0.02 -0.03 0.01
H 1.8465 2.7296 -7.0378 0.09 0.06 0.17
C -0.4560 -2.4253 -5.6746 0.07 -0.10 0.29
C -1.5060 -3.0978 -6.5278 -0.13 -0.15 0.10
O -1.3822 -2.3970 -7.7697 0.13 0.03 0.05
C -0.1359 -1.8751 -7.8371 0.00 -0.04 -0.01
O 0.3330 -1.3759 -8.8091 0.01 0.02 0.02
O 0.5057 -1.9932 -6.6457 -0.28 -0.08 -0.20
H 0.0038 -3.0980 -4.9553 0.16 0.04 -0.09
H -0.8396 -1.5508 -5.1514 -0.06 0.07 0.02
H -1.2946 -4.1549 -6.6974 0.04 0.02 -0.02
H -2.5111 -2.9955 -6.1273 -0.03 0.11 -0.15
C -11.5803 -1.1426 3.4313 -0.20 -0.04 0.00
C -10.6301 -2.2426 3.8495 -0.10 -0.18 0.10
O -9.3871 -1.7975 3.2945 -0.06 0.11 -0.01
C -9.4534 -0.4503 3.1373 -0.08 0.07 0.04
O -8.5292 0.2417 2.8561 0.08 -0.10 -0.05
O -10.7138 -0.0061 3.3447 0.10 -0.12 0.00
H -12.3731 -0.9652 4.1529 0.08 0.17 0.03
H -12.0233 -1.3217 2.4502 0.04 -0.01 -0.01
H -10.5244 -2.3162 4.9330 0.01 0.05 0.00
H -10.9010 -3.2168 3.4513 0.16 0.01 -0.10
C -0.2543 -1.6771 5.3855 -0.05 -0.20 -0.21
C -1.4950 -0.8671 5.6796 -0.11 0.04 -0.09
O -1.1862 -0.2846 6.9510 0.15 -0.04 -0.05
C 0.1654 -0.2435 7.0805 -0.04 -0.02 -0.02
O 0.7447 0.3282 7.9433 0.02 0.01 0.01
O 0.7625 -0.9503 6.0862 -0.15 0.09 0.06
H -0.0268 -1.7367 4.3254 0.13 0.06 0.03
H -0.3091 -2.6878 5.7929 0.02 0.01 0.02
H -1.6544 -0.0661 4.9550 0.05 0.01 0.01
H -2.3951 -1.4733 5.7427 0.00 0.04 0.19
C 7.8006 4.2702 0.3703 0.04 0.15 -0.17
C 8.8833 3.4595 1.0469 0.19 0.00 -0.08
O 8.2282 3.0023 2.2338 -0.12 0.05 -0.09
C 6.8904 3.0069 2.0063 -0.01 -0.03 -0.02
O 6.0802 2.5248 2.7271 -0.01 -0.03 -0.01
O 6.6066 3.6350 0.8366 0.10 -0.05 0.12
H 7.8549 4.2337 -0.7147 -0.17 -0.09 0.01
H 7.7927 5.3128 0.6931 0.01 -0.02 0.04
H 9.1869 2.5928 0.4570 -0.05 0.00 -0.01
H 9.7635 4.0463 1.2966 -0.04 -0.03 0.18
```
Forces are in eV/Å.

DFT total energy, eV: -82127.061
SMILES: CC(C)CCOC(=O)B(O)N(C)C.O=C1OCCO1.O=C1OCCO1.O=C1OCCO1.O=C1OCCO1.O=C1OCCO1.O=C1OCCO1.O=C1OCCO1
Max |F|, eV Å⁻¹: 1.76

no.,frontier orbital gap (eV)
1,12.8
2,9.6
3,8.4